(1)
124
Properties=species:S:1:pos:R:3:forces:R:3:mulliken_charge:R:1 method="wB97M-V/def2-TZVPD" orbital_gap_ev=7.7 total_charge=+1 molar_mass_g_mol=896.78 e_homo_ev=-11.66 energy_ev=-97446.184
H -1.401 1.692 6.803 0.00 -0.16 -0.04 0.3575
C 2.020 0.485 1.150 -0.15 -0.58 -1.53 -1.9341
P 0.207 -6.794 -5.029 -5.09 -2.59 2.04 0.9000
C 2.578 10.339 -0.847 -0.14 0.10 -0.15 -1.1301
H 2.440 -0.163 1.915 -0.31 0.10 0.30 0.2761
H 3.251 10.324 -1.704 0.15 -0.11 0.10 0.2930
H 1.256 -0.700 -0.570 0.02 0.07 -0.06 0.0798
P 3.176 7.174 -2.124 -3.70 4.80 -1.16 1.0767
C -1.131 -1.914 0.966 -0.73 0.27 -0.38 -0.6312
H -0.444 -8.685 -6.943 0.12 0.04 0.14 0.3218
H -1.825 -0.563 -4.773 -0.26 -0.05 0.10 0.4627
O -1.226 -7.362 -5.539 0.28 0.39 -0.21 -0.3364
H -4.195 -4.548 7.915 0.01 0.01 -0.05 0.4142
H 2.709 5.581 -5.231 0.00 0.04 -0.06 0.2447
H -0.815 -9.768 -4.566 0.17 0.02 -0.13 0.2843
H 0.312 2.250 3.304 0.14 -0.36 0.07 0.2864
C -0.306 1.390 0.342 0.34 -0.69 -2.09 -0.2079
C 0.563 0.883 1.490 1.02 1.78 2.49 2.7977
O 2.005 8.033 -1.391 0.09 -0.57 0.15 -0.3399
H 3.135 5.745 0.327 0.03 -0.07 0.00 0.4673
C -1.359 -0.807 2.023 0.57 -0.72 0.43 -1.1374
H -5.119 -3.100 8.361 -0.03 -0.02 -0.04 0.2653
C -2.064 0.817 10.256 -0.01 0.12 -0.27 -1.0922
C -1.357 -0.531 -3.789 0.23 -0.04 -0.08 -0.7508
H 2.097 -4.708 -1.855 0.01 -0.05 0.01 0.5120
H -0.608 -0.685 -1.456 0.42 -0.20 0.01 -0.7881
C 2.841 0.644 -1.262 -0.14 -0.33 -0.09 -1.3085
H -3.508 2.182 4.649 0.02 0.03 0.00 0.3828
H -1.351 -2.892 1.389 0.24 0.03 0.26 0.6516
H -2.111 -0.090 1.690 0.02 0.10 0.06 0.5053
H 0.311 1.452 -0.563 -0.04 -0.05 0.00 -0.5610
H -2.787 -3.115 6.369 0.00 0.07 -0.02 0.2677
C -0.045 -0.130 2.501 -1.79 -0.60 -0.62 -1.6317
H -3.674 -0.415 10.973 -0.15 -0.03 -0.16 0.3626
H -1.173 0.820 0.018 -0.07 -0.18 0.48 0.2198
C -1.852 -1.665 -2.886 0.64 -0.06 -0.35 -0.6873
H 2.136 1.268 -1.808 0.03 -0.02 -0.11 0.2816
O -3.913 -1.402 6.694 0.42 0.02 0.59 -0.3545
H -0.260 4.277 1.995 -0.24 0.07 -0.23 0.5412
C -0.138 3.264 1.631 0.57 -0.25 -0.04 -0.4949
C -4.155 -3.463 8.007 0.10 0.13 0.11 -0.9797
H -1.746 2.247 4.473 -0.01 0.06 0.04 0.0372
O -0.031 -6.815 -3.424 0.30 0.44 -0.50 -0.3428
O 1.145 -7.892 -5.340 1.83 2.15 -0.92 -0.7715
H -0.368 -2.474 -1.513 0.28 0.22 -0.03 0.1149
H 2.878 -1.080 -0.057 -0.14 -0.13 0.09 0.7404
I 3.913 -0.537 -2.703 -0.19 0.21 0.00 0.0242
H 4.027 5.130 -4.152 0.04 -0.01 -0.06 0.1835
H 2.692 1.343 1.106 -0.20 0.19 0.05 0.8215
H 3.017 10.962 -0.068 -0.02 -0.01 0.01 0.3525
H -4.487 -3.181 5.906 -0.02 0.16 -0.04 0.3517
H 0.469 -4.382 -2.488 -0.02 -0.04 0.02 0.1643
O 4.417 7.752 -1.573 0.92 -2.87 0.29 -0.7796
C -2.431 1.860 6.488 0.14 0.06 -0.23 -0.5510
H 0.562 0.432 -3.596 0.18 -0.03 -0.11 0.0778
C 2.345 5.052 0.028 -0.09 0.10 0.03 -0.8109
H 3.387 4.307 -1.711 -0.04 -0.06 0.00 0.3206
C -2.008 -1.792 -0.314 0.92 0.31 0.01 -1.4641
O 3.022 7.700 -3.639 0.12 -0.73 0.43 -0.3056
O -3.676 -0.489 8.929 2.39 -1.34 0.37 -0.3254
H -1.277 0.801 9.494 0.01 -0.07 0.08 0.3062
H -2.692 2.872 6.802 -0.15 -0.06 0.06 0.4211
H 0.456 -4.547 -8.506 0.02 0.02 0.02 0.4252
H 0.487 -0.551 -5.031 -0.07 -0.17 -0.05 0.4415
H -2.614 -0.882 -0.262 -0.22 -0.12 0.04 0.4961
H 0.699 -1.287 -3.427 -0.08 -0.19 -0.17 0.0131
O -0.282 -5.251 -5.265 2.63 -0.22 -0.61 -0.1113
H -2.930 -1.582 -2.742 -0.02 -0.01 0.07 0.3856
H 0.624 -0.952 2.747 0.35 0.17 -0.21 0.3162
C 0.317 -4.515 -6.355 0.07 0.13 -0.33 -0.1582
O -3.316 0.972 7.150 0.18 -0.15 0.40 -0.3902
C -2.569 1.736 4.983 -0.19 0.07 -0.29 -0.4749
N -0.716 2.776 0.604 0.01 -0.02 0.65 0.0609
C -1.506 -9.780 -5.409 -0.15 0.01 0.18 -1.0809
C 2.309 8.941 -0.327 0.11 0.37 0.07 -0.3045
H -2.689 -2.636 -0.408 -0.01 -0.03 -0.06 0.4945
H -1.004 -5.320 -7.857 -0.02 0.08 -0.01 0.2960
H 1.732 2.642 2.430 0.08 -0.05 -0.21 0.5591
H -1.656 -2.609 -3.400 -0.20 -0.10 0.05 0.1658
H 3.597 1.279 -0.809 0.05 0.00 -0.01 0.5643
H -2.179 -8.460 -6.960 -0.03 0.17 0.08 0.3749
H 1.650 10.806 -1.181 0.00 0.00 0.03 0.2930
H -3.411 -3.221 8.770 -0.01 -0.06 -0.01 0.2093
H -1.355 -10.701 -5.972 -0.02 0.01 -0.01 0.3504
C 1.372 -4.979 -2.625 0.05 0.07 -0.13 -0.7700
H 0.543 -6.149 -7.764 0.06 0.07 0.00 0.3166
C 3.752 5.781 -4.988 -0.05 -0.05 0.20 -0.8940
P -2.836 -0.543 7.540 -3.73 2.78 -3.63 1.1383
H -0.294 0.332 3.456 0.21 0.26 -0.05 0.5745
H 3.784 7.861 -5.512 -0.10 0.10 0.10 0.3322
H 1.394 5.528 0.275 -0.02 0.01 -0.05 0.2452
O 2.161 5.885 -2.271 2.40 -0.91 0.56 -0.4055
H -1.586 0.881 11.233 -0.01 -0.04 0.01 0.4202
C -2.937 -0.419 10.173 0.19 0.13 0.36 -0.2557
H 3.146 8.574 0.266 0.11 -0.03 -0.15 0.3345
C 0.721 2.262 2.283 -0.62 0.29 0.75 -1.1974
H 2.457 4.139 0.618 0.09 -0.01 -0.04 0.1378
H -2.514 -9.791 -4.992 -0.01 -0.01 -0.03 0.2859
H 1.392 -4.412 -6.178 -0.03 0.03 0.03 0.3198
H -2.586 0.695 4.657 0.16 -0.06 0.16 0.1041
H -2.332 -1.323 10.287 -0.06 -0.02 -0.01 0.2930
C 0.064 -5.167 -7.701 -0.11 -0.22 0.05 -1.2171
H 4.973 7.423 -4.290 -0.04 0.05 0.05 0.2873
C -1.316 -8.569 -6.301 -0.03 -0.39 0.01 -0.3035
C 2.412 4.733 -1.457 0.02 -0.10 0.20 -0.2297
H 1.653 3.993 -1.720 -0.03 0.10 -0.14 0.1773
C 3.950 7.243 -4.632 0.24 -0.13 -0.30 -0.3358
C 2.182 -0.256 -0.210 0.80 0.16 0.27 -0.2664
H 0.733 -6.726 -1.551 -0.11 -0.08 -0.06 0.3581
C -3.799 -2.830 6.674 -0.03 -0.37 0.03 -0.3455
H -1.382 3.264 0.018 -0.01 0.06 0.00 0.3310
H -1.654 0.414 -3.323 -0.09 0.05 -0.11 0.3131
H -0.079 -1.924 0.672 0.02 -0.07 0.00 0.2805
H -0.116 -3.516 -6.334 -0.09 -0.06 0.17 0.2691
H -1.765 -1.296 2.909 -0.20 0.21 0.05 0.4911
O -1.536 -0.666 6.844 0.87 -1.21 2.40 -0.7871
C 0.176 -0.514 -3.990 -0.06 0.52 0.49 -0.6258
C -1.093 -1.661 -1.544 -1.33 -0.07 -0.03 1.2678
H 1.439 8.956 0.332 -0.09 -0.11 -0.13 0.3778
H 4.374 5.509 -5.840 0.02 0.04 0.00 0.4152
H 1.799 -4.711 -3.594 0.02 0.04 0.05 0.1484
H -2.656 1.716 10.089 -0.05 0.00 0.09 0.2710
C 1.048 -6.461 -2.560 0.19 0.08 0.18 -0.5452
H 1.930 -7.061 -2.801 -0.04 -0.02 -0.03 0.3116



(2)
113
Properties=species:S:1:pos:R:3:forces:R:3:mulliken_charge:R:1 method="wB97M-V/def2-TZVPD" orbital_gap_ev=2.1 total_charge=-2 molar_mass_g_mol=532.98 e_homo_ev=1.83 energy_ev=-42524.389
H 0.728 -0.598 -1.042 0.47 2.45 0.83 -0.0315
H -5.424 -1.235 6.841 -0.08 0.06 -0.01 0.4002
H 3.523 -3.243 -3.199 -0.05 0.02 0.10 0.3840
C 4.698 4.873 -4.825 -0.14 -0.02 0.17 -0.7290
H 2.280 0.455 -0.829 -1.93 -0.01 0.79 -0.1374
H 0.994 -7.805 -2.363 0.05 0.08 -0.04 0.3739
H -0.748 -6.074 -2.621 0.12 0.01 -0.01 0.3794
C 0.380 -4.652 -3.769 -0.08 0.01 -0.11 -0.7845
H 4.971 3.843 -7.462 -0.02 0.09 0.00 0.2855
C -6.023 3.637 4.790 -0.10 -0.13 -0.09 -0.2451
C 2.536 -3.607 -2.897 0.13 0.05 0.01 -0.9077
C 6.082 -2.330 0.681 -0.03 0.17 -0.06 -0.5014
C -5.071 -0.550 6.065 -0.13 -0.15 0.06 -1.0643
H 3.701 4.845 -8.170 0.12 -0.01 0.01 0.3752
C -3.582 -0.748 5.829 0.14 0.16 0.02 -0.5049
H -1.982 -2.748 2.074 0.07 0.08 -0.01 0.4027
H -3.989 -2.066 3.351 -0.08 -0.05 0.12 0.3468
H -0.120 -4.941 -4.702 0.01 0.01 0.08 0.3215
H 6.678 -2.084 -0.207 -0.09 -0.05 0.04 0.4288
C -2.967 1.084 -0.730 -2.26 0.13 -0.65 0.2753
H -7.555 4.410 6.081 -0.02 -0.01 -0.06 0.3832
C 5.517 3.587 -4.672 0.09 -0.04 -0.16 -0.7636
C 0.308 -5.813 -2.771 0.07 0.09 0.15 -0.4200
C -6.319 3.704 2.219 0.28 -0.04 -0.14 -0.5138
C 1.110 0.447 -0.616 0.99 0.19 -0.36 -0.0892
H -5.851 6.218 5.869 -0.01 0.00 -0.09 0.2854
H 4.612 -1.422 2.988 0.01 0.01 -0.04 0.3339
H -0.786 0.534 -2.537 0.15 0.45 0.09 0.1091
H 4.127 5.054 -3.905 0.07 -0.06 -0.11 0.3327
H 3.066 3.072 -3.325 0.05 -0.15 0.08 0.2560
H -4.599 3.006 3.312 -0.12 0.12 -0.09 0.0690
N -1.482 0.801 -0.680 -3.38 0.01 0.46 0.0614
H 6.198 3.485 -5.526 -0.02 0.06 0.03 0.3080
C 4.058 -1.464 2.041 0.04 0.06 0.13 -0.7895
H -5.243 3.720 5.556 -0.03 0.02 0.02 0.4436
H -6.434 2.625 4.890 0.05 0.08 -0.03 0.1243
H 4.086 2.143 -5.435 0.04 0.03 -0.01 0.2538
C 4.433 4.791 -7.359 -0.09 -0.07 -0.16 -1.1861
C -7.130 4.648 5.098 0.08 -0.15 0.12 -0.6225
C -3.583 0.067 3.373 -0.03 0.10 -0.07 0.1121
H 2.918 -2.868 -0.153 -0.09 0.05 0.08 -0.1562
H -0.200 -3.813 -3.367 0.08 -0.08 -0.04 0.4172
H 1.124 -8.622 -4.675 -0.09 0.02 -0.06 0.3794
H 6.489 -2.768 2.775 0.05 0.06 -0.06 0.2885
H 0.674 -5.476 -1.793 -0.06 0.00 -0.12 0.0842
H 0.668 -7.039 -5.312 -0.06 -0.06 0.07 0.2826
H 0.346 2.694 -0.762 0.54 -1.95 -1.20 0.3166
H 0.858 0.520 0.527 0.57 -0.24 -2.26 0.0986
H 1.635 -2.053 0.765 0.09 -0.08 -0.10 0.0666
H -5.654 -0.748 5.160 0.07 0.08 0.07 0.2682
H 2.991 4.096 -5.921 0.08 0.08 0.06 0.2936
H 5.605 -3.294 0.473 -0.03 0.08 0.01 0.2302
C 3.733 4.897 -6.013 0.01 0.09 0.11 -0.3752
H -3.056 -0.586 6.778 0.01 -0.05 -0.02 0.3736
H 7.775 -3.242 1.661 0.01 0.06 0.09 0.3943
H -7.655 2.159 2.970 -0.03 -0.02 0.04 0.2916
H -0.495 -7.979 -4.356 0.06 0.06 -0.05 0.2862
H 3.280 1.321 -3.244 -0.01 0.21 0.11 0.4011
C 7.024 -2.474 1.867 0.11 -0.19 0.04 -1.2742
H 2.685 -4.369 -2.127 -0.03 0.06 -0.02 0.2561
C 3.268 -2.774 1.993 -0.09 0.14 0.06 -0.5941
C 3.814 2.274 -3.304 -0.11 -0.12 -0.10 -1.0120
H -7.063 4.506 2.266 -0.05 0.09 0.08 0.2764
O -3.860 0.078 -1.327 3.78 4.40 2.82 -0.8584
H -5.281 0.472 6.395 -0.02 -0.04 -0.08 0.1927
H -1.915 0.071 4.746 -0.10 0.01 -0.02 0.3718
H 2.146 -6.853 -3.278 -0.03 0.04 0.01 0.2416
H -5.741 3.875 1.302 0.00 -0.11 0.16 0.4161
C 2.353 -2.880 0.784 -0.09 -0.07 -0.03 -0.3117
H 6.161 3.691 -3.788 -0.08 -0.03 -0.06 0.3706
H 5.147 5.610 -7.492 0.01 -0.08 -0.01 0.2814
H -6.294 1.548 2.008 -0.06 0.13 -0.09 0.1325
H 4.413 2.385 -2.395 -0.07 0.02 -0.03 0.2115
H 1.987 -2.770 -2.453 0.06 -0.10 -0.01 0.1714
H -4.827 4.741 3.368 -0.01 -0.09 0.02 0.3437
C -3.002 0.209 4.784 0.11 -0.14 -0.08 -0.7175
H 5.534 -0.278 1.027 0.00 -0.05 -0.02 0.4374
C -6.640 6.088 5.122 -0.12 0.17 -0.06 -1.2185
H 5.392 1.452 -4.491 -0.03 0.08 -0.09 0.3694
C 5.027 -1.239 0.875 -0.16 -0.06 -0.19 -0.3000
H 1.716 -3.371 -4.859 -0.03 -0.12 0.06 0.4027
H -3.950 -1.311 1.769 0.11 0.11 0.10 0.4127
C 1.079 -7.072 -3.174 -0.15 0.03 0.15 -0.3593
H 2.655 -2.842 2.900 0.11 0.01 -0.05 0.3881
O -3.380 2.263 -0.217 0.87 -4.63 -1.76 -0.7138
H -7.951 4.551 4.379 0.09 -0.04 0.00 0.2762
H -3.161 1.241 5.121 -0.02 -0.01 0.03 0.3073
H 4.457 -1.132 -0.057 0.02 0.02 0.15 0.0640
H -4.643 0.351 3.384 0.07 0.01 0.01 -0.2360
H -3.390 -1.788 5.545 0.01 0.07 -0.05 0.2490
C 0.561 -7.710 -4.455 0.13 -0.12 -0.12 -1.2056
H 5.393 5.717 -4.916 -0.02 0.00 -0.03 0.4070
H -3.087 0.798 2.720 -0.11 -0.14 -0.04 0.4335
H 3.946 -3.632 2.018 0.09 -0.01 0.04 0.2645
C -5.365 3.786 3.413 0.09 0.06 -0.02 -0.5033
H 3.353 -0.623 2.071 0.06 -0.14 -0.07 0.3791
H -7.463 6.762 5.378 0.09 0.05 0.00 0.3812
H -6.250 6.399 4.148 0.00 -0.05 0.12 0.2866
H 1.103 1.934 -2.412 -0.88 -0.21 1.64 0.0806
H 7.548 -1.533 2.065 -0.06 -0.06 0.04 0.2837
H 2.380 -4.966 -4.558 -0.03 -0.04 -0.03 0.2872
H -1.473 -1.059 1.915 -0.10 -0.03 -0.06 0.1842
C -3.456 -1.324 2.748 -0.06 0.18 -0.24 -0.7160
H 3.172 5.839 -5.986 0.01 -0.13 0.05 0.3506
N -0.938 1.333 -1.864 2.24 0.51 0.19 -0.5578
C 4.698 2.301 -4.541 0.17 0.04 0.14 -0.4512
C 0.484 1.739 -1.438 -1.30 -1.24 -0.20 -0.4771
H -1.483 -1.845 3.507 0.04 -0.02 0.06 0.2822
C -2.013 -1.765 2.554 0.12 -0.07 -0.06 -1.1415
H 1.789 -3.817 0.819 -0.01 0.07 -0.07 0.3718
C 1.792 -4.162 -4.102 -0.14 0.09 -0.03 -0.5680
H -7.662 2.347 1.214 0.10 -0.10 0.07 0.3953
C -7.021 2.361 2.102 -0.09 -0.07 -0.07 -1.0405